DFT (the ωB97M-V functional and the def2-TZVPD basis) results for a cluster of 2 separate species, C2H10NO2 in total in a non-equilibrium geometry.

```
15
Properties=species:S:1:pos:R:3:forces:R:3
C -0.44009 -1.35144 0.18926 -1.005 -2.019 0.265
O 1.02257 -1.41096 -0.02196 -0.795 -1.752 0.381
C -1.14488 -0.06342 -0.43798 -1.073 -1.617 0.599
N -0.13892 0.58221 -1.25746 1.863 -0.774 -0.759
H -1.08309 -2.32065 -0.05883 1.854 1.803 -0.013
H -0.50612 -1.26700 1.26042 -0.589 0.188 0.398
H 1.41641 -2.21733 0.50192 -1.369 2.308 -1.524
H -1.25000 0.59528 0.40786 -0.942 0.261 0.113
H -2.18364 -0.22515 -1.12405 3.085 0.315 2.201
H -0.03254 -0.13507 -1.99051 0.072 1.405 -0.968
H -0.44799 1.53642 -1.45269 0.409 -0.297 -0.921
H 0.84872 0.58284 -0.86120 -1.412 0.222 0.435
H 1.46414 2.65306 1.35584 -0.121 -0.549 0.096
H 1.29976 1.31525 2.22551 -0.317 1.437 -3.153
O 1.17567 1.72598 1.26388 0.341 -0.933 2.849
```
Forces are in eV/Å.

Orbital gap in Ha: 0.4184
2S+1: 1
LUMO energy in eV: -3.448
Maximum force in eV Å⁻¹: 3.80
HOMO in eV: -14.83
ΔE to the lowest compared entry with this formula, charge and spin in kJ/mol: 179.1
Energy in Ha: -287.1281
Net charge: +1

Atom charges from the Mulliken analysis, given in e for atoms 1 to 2: -0.3221, -0.5814